The following is a quantum chemistry calculation of C9H29O6Ti as an isolated structure at a distorted geometry, from OMol25.

Geometry (Å):
Ti  0.429  0.276  -0.783
O  -0.637  2.359  2.144
H  -0.559  3.187  1.631
C  4.358  -2.916  -1.369
O  3.021  -3.104  -1.008
H  4.997  -3.293  -0.571
H  4.551  -3.453  -2.297
H  4.634  -1.890  -1.613
H  2.763  -4.029  -1.036
C  -4.638  -2.084  6.400
C  -3.991  -0.849  5.783
O  -3.079  -1.287  4.808
H  -5.383  -1.757  7.126
H  -4.007  -2.724  7.016
H  -5.074  -2.745  5.651
H  -3.562  -0.221  6.564
H  -4.829  -0.321  5.328
H  -2.648  -0.550  4.369
C  0.198  4.708  -5.142
C  0.746  4.340  -3.737
O  1.540  3.165  -3.729
H  -0.499  3.924  -5.437
H  0.924  4.799  -5.949
H  -0.363  5.637  -5.047
H  -0.065  4.259  -3.013
H  1.362  5.122  -3.292
H  2.248  3.273  -4.368
C  -2.909  -1.190  -6.594
C  -1.849  -1.458  -5.587
O  -2.267  -0.966  -4.320
H  -3.837  -1.749  -6.466
H  -2.494  -1.484  -7.558
H  -3.172  -0.141  -6.732
H  -0.887  -1.028  -5.867
H  -1.692  -2.515  -5.373
H  -3.134  -1.301  -4.082
C  3.412  -0.348  5.825
C  3.433  -0.515  4.262
O  3.409  0.719  3.629
H  4.298  0.200  6.145
H  3.305  -1.273  6.391
H  2.684  0.404  6.130
H  2.480  -0.991  4.033
H  4.301  -1.146  4.071
H  2.480  0.956  3.666

Properties
spin multiplicity	4
E_HOMO (alpha / beta)	-6.5 / -6.7	eV
net charge	0
Kohn-Sham gap (alpha / beta)	5.32 / 5.25	eV
⟨S²⟩	3.755

The following is a quantum chemistry calculation of C9H2F6N3O11PtS2 as an isolated structure, from OMol25.

Geometry (Å):
Pt  0.176  -0.570  0.096
F  2.122  4.065  0.246
C  1.007  3.339  0.221
F  0.989  2.607  -0.885
F  -0.042  4.160  0.213
S  0.911  2.276  1.736
O  -0.119  1.287  1.418
O  0.644  3.189  2.793
N  2.348  1.649  1.869
S  2.657  0.261  1.214
O  2.002  -0.868  1.850
O  2.561  0.249  -0.237
C  4.447  0.119  1.612
F  4.904  -0.994  1.047
F  5.119  1.157  1.133
F  4.628  0.048  2.924
O  -2.879  -3.172  1.257
C  -2.181  -2.447  0.569
O  -1.181  -1.793  1.070
C  -2.564  -2.282  -0.902
C  -3.701  -2.983  -1.259
C  -4.177  -2.967  -2.557
C  -3.537  -2.252  -3.545
C  -2.407  -1.537  -3.213
C  -1.863  -1.523  -1.890
O  -0.777  -0.853  -1.675
N  -1.800  -0.776  -4.323
O  -2.237  -0.992  -5.445
O  -0.915  0.017  -4.092
N  -5.383  -3.721  -2.898
O  -5.917  -4.369  -2.019
O  -5.760  -3.699  -4.057
H  -4.201  -3.551  -0.489
H  -3.908  -2.239  -4.557

Properties
spin multiplicity	3
E_HOMO (alpha / beta)	-6.3 / -6.6	eV
energy above the lowest of the compared OMol25 structures with the same formula, charge and spin	29.25	kJ/mol
net charge	-1
Kohn-Sham gap (alpha / beta)	8.26 / 7.16	eV
⟨S²⟩	2.005

The following is a quantum chemistry calculation of C9H2N2O8PtS as an isolated structure at a distorted geometry, from OMol25.

Geometry (Å):
Pt  0.084  1.511  -2.896
O  -3.236  0.002  -0.738
C  -2.067  -0.047  -1.031
O  -1.567  0.091  -2.266
C  -1.067  -0.314  0.021
C  -1.367  -1.180  1.040
C  -0.400  -1.449  1.991
C  0.899  -0.906  2.022
C  1.201  -0.029  1.055
C  0.237  0.341  0.020
O  0.557  1.234  -0.799
N  2.492  0.629  1.007
O  3.402  -0.002  0.500
O  2.559  1.741  1.487
N  -0.754  -2.416  3.099
O  -1.826  -2.964  3.018
O  0.074  -2.597  3.958
H  -2.338  -1.651  1.093
H  1.594  -1.186  2.802
O  1.172  0.241  -5.538
C  0.778  0.721  -4.614
S  -0.295  4.833  -2.513
C  -0.133  3.398  -2.716

Properties
spin multiplicity	2
E_HOMO (alpha / beta)	-13.7 / -13.7	eV
energy above the lowest of the compared OMol25 structures with the same formula, charge and spin	317.30	kJ/mol
net charge	+1
Kohn-Sham gap (alpha / beta)	6.13 / 6.06	eV
⟨S²⟩	0.801

The following is a quantum chemistry calculation of C9H30AgN9O6 as an isolated structure at a distorted geometry, from OMol25.

Geometry (Å):
Ag  6.806  10.320  -0.884
C  8.461  9.276  1.709
O  8.848  9.883  0.511
H  7.591  8.608  1.547
H  9.258  8.637  2.124
H  8.114  10.023  2.447
C  6.635  7.015  -1.319
C  7.075  7.673  -2.629
C  6.858  6.844  -3.882
O  7.456  7.514  -4.978
C  7.026  7.106  -6.255
N  6.275  8.931  -2.768
H  7.409  6.286  -1.055
H  5.719  6.420  -1.336
H  6.620  7.782  -0.548
H  8.135  7.889  -2.491
H  5.784  6.705  -4.044
H  7.337  5.867  -3.751
H  5.939  7.255  -6.300
H  7.331  6.113  -6.585
H  7.404  7.860  -6.950
H  5.286  8.711  -2.704
H  6.442  9.232  -3.726
C  5.007  13.620  -1.760
O  5.270  12.416  -1.866
N  5.935  14.568  -1.449
N  3.715  14.038  -1.810
H  5.746  15.548  -1.505
H  6.882  14.234  -1.359
H  3.026  13.316  -1.911
H  3.452  15.005  -1.797
C  3.453  9.761  0.303
O  4.543  9.203  0.425
N  2.330  9.081  0.628
N  3.300  11.042  -0.105
H  1.393  9.430  0.603
H  2.524  8.143  0.932
H  2.403  11.483  -0.045
H  4.096  11.551  -0.463
C  8.424  11.409  -3.578
O  8.688  11.540  -2.380
N  7.257  11.865  -4.117
N  9.224  10.703  -4.425
H  6.797  11.630  -4.979
H  6.583  12.294  -3.505
H  10.052  10.249  -4.099
H  8.945  10.742  -5.388
C  6.534  12.771  1.559
O  6.129  11.841  0.864
N  5.762  13.840  1.909
N  7.811  12.780  2.024
H  4.857  13.799  1.465
H  5.932  14.557  2.581
H  8.170  13.547  2.552
H  8.361  11.976  1.722

Properties
E_HOMO	-5.4	eV
energy above the lowest of the compared OMol25 structures with the same formula, charge and spin	84.94	kJ/mol
net charge	0
Kohn-Sham gap	5.53	eV

The following is a quantum chemistry calculation of C9H30BGdN3P2 as an isolated structure at a distorted geometry, from OMol25.

Geometry (Å):
Gd  0.114  -0.009  0.166
H  4.275  0.128  -3.107
H  -1.859  0.163  -0.600
P  0.814  -2.673  -0.101
P  0.785  2.703  0.071
C  2.442  3.461  0.212
H  2.352  4.555  0.207
H  2.908  3.137  1.151
H  3.071  3.140  -0.629
C  0.254  3.373  -1.551
H  -0.807  3.651  -1.521
H  0.861  4.255  -1.791
H  0.414  2.606  -2.316
C  -0.154  3.807  1.195
H  -0.030  3.464  2.231
H  0.222  4.834  1.103
H  -1.220  3.774  0.936
C  1.401  -3.220  -1.744
H  1.261  -4.303  -1.836
H  0.852  -2.704  -2.536
H  2.465  -2.971  -1.842
C  2.062  -3.465  0.974
H  1.895  -3.176  2.019
H  1.986  -4.555  0.875
H  3.066  -3.138  0.676
C  -0.610  -3.793  0.190
H  -1.381  -3.642  -0.577
H  -0.258  -4.832  0.161
H  -1.053  -3.585  1.173
H  -2.582  -0.803  -1.798
H  -2.590  0.863  -1.961
H  -0.426  0.980  -3.083
H  -0.374  -1.165  -2.752
B  -0.714  -0.040  -2.533
N  -2.016  0.051  -1.693
H  3.640  0.187  -3.471
H  1.491  -0.149  1.443
N  -3.094  -0.559  1.542
C  -3.425  -0.309  2.807
C  -2.322  0.236  3.429
C  -1.317  0.307  2.485
N  -1.778  -0.216  1.295
H  -3.664  -1.046  0.851
H  -4.416  -0.533  3.193
H  -2.238  0.546  4.457
H  -0.300  0.667  2.599

Properties
spin multiplicity	9
E_HOMO (alpha / beta)	-13.4 / -15.3	eV
energy above the lowest of the compared OMol25 structures with the same formula, charge and spin	0.00	kJ/mol
net charge	+2
Kohn-Sham gap (alpha / beta)	6.86 / 7.70	eV
⟨S²⟩	20.314

The following is a quantum chemistry calculation of a 6-piece molecular cluster, C9H30ClO15P2 overall at a distorted geometry, from OMol25.

Geometry (Å):
Cl  -25.848  6.582  -18.326
O  -25.950  6.897  -19.724
O  -24.650  5.707  -18.036
O  -25.611  7.743  -17.549
O  -27.048  5.842  -17.881
C  -27.565  7.284  -14.334
O  -26.579  7.499  -13.282
P  -26.575  8.989  -12.628
O  -27.890  9.670  -12.473
O  -25.762  8.854  -11.198
C  -26.349  8.009  -10.136
O  -25.414  9.836  -13.402
C  -25.622  10.407  -14.651
H  -28.220  6.416  -14.261
H  -27.147  7.219  -15.338
H  -28.378  8.009  -14.366
H  -26.698  8.608  -9.294
H  -25.525  7.432  -9.717
H  -27.088  7.289  -10.488
H  -26.641  10.333  -15.031
H  -24.899  10.002  -15.360
H  -25.344  11.444  -14.461
C  -20.063  12.034  -19.865
O  -20.590  11.206  -18.844
P  -19.705  10.270  -17.888
O  -18.747  10.945  -16.965
O  -20.859  9.388  -17.075
C  -22.082  9.167  -17.835
O  -18.957  9.205  -18.889
C  -19.699  8.708  -20.029
H  -20.132  11.692  -20.898
H  -19.006  12.288  -19.787
H  -20.486  13.037  -19.815
H  -21.803  8.528  -18.673
H  -22.655  10.035  -18.162
H  -22.759  8.529  -17.266
H  -19.950  7.653  -19.917
H  -19.162  8.619  -20.974
H  -20.572  9.323  -20.246
C  -29.801  7.751  -19.513
O  -29.740  7.713  -18.074
H  -28.830  8.109  -19.854
H  -29.951  6.780  -19.987
H  -30.632  8.313  -19.939
H  -28.951  7.171  -17.997
C  -24.689  3.577  -21.101
O  -25.396  3.838  -22.311
H  -24.616  4.505  -20.534
H  -25.072  2.690  -20.596
H  -23.666  3.227  -21.242
H  -25.031  4.655  -22.659
C  -22.465  6.510  -20.967
O  -22.162  5.673  -19.825
H  -21.558  6.928  -21.405
H  -22.979  5.940  -21.740
H  -23.106  7.362  -20.741
H  -22.896  5.664  -19.206

Properties
E_HOMO	-7.1	eV
energy above the lowest of the compared OMol25 structures with the same formula, charge and spin	206.68	kJ/mol
net charge	-1
Kohn-Sham gap	9.39	eV

The following is a quantum chemistry calculation of C9H30InO9 as an isolated structure at a distorted geometry, from OMol25.

Geometry (Å):
C  -0.523  4.688  -2.004
C  -1.020  3.693  -1.546
C  -1.460  2.369  -1.021
C  -1.499  1.384  -2.209
C  -1.428  -0.127  -1.819
In  -1.602  -0.595  0.374
C  0.217  0.156  1.534
O  1.464  -0.304  0.971
C  1.867  0.523  -0.061
O  3.162  0.182  -0.486
C  3.131  -0.512  -1.711
C  2.819  0.406  -2.913
O  3.959  0.528  -3.778
H  0.064  5.555  -2.155
H  -0.733  2.109  -0.255
H  -2.450  2.530  -0.592
H  -2.377  1.599  -2.823
H  -0.624  1.619  -2.827
H  -2.275  -0.625  -2.305
H  -0.533  -0.555  -2.288
H  -1.502  -2.399  0.510
H  -3.114  -0.100  1.118
H  0.212  1.251  1.675
H  0.153  -0.265  2.542
H  1.914  1.567  0.288
H  1.134  0.429  -0.879
H  2.389  -1.318  -1.692
H  4.100  -0.978  -1.908
H  1.947  0.014  -3.445
H  2.574  1.399  -2.526
H  3.850  1.388  -4.188
O  -4.639  1.720  1.260
H  -4.614  1.948  2.192
H  -5.108  0.878  1.237
O  -5.176  -0.754  3.119
H  -4.826  -0.436  3.955
H  -5.171  -1.714  3.216
O  -3.809  -3.113  4.171
H  -4.259  -3.819  4.644
H  -2.985  -2.983  4.661
O  6.054  -1.100  -5.354
H  6.917  -0.702  -5.208
H  5.519  -0.782  -4.612
O  -1.192  -3.071  5.543
H  -0.407  -2.912  5.005
H  -0.848  -3.334  6.401
O  3.574  -1.964  2.430
H  2.875  -1.467  1.977
H  4.281  -2.004  1.780

Properties
E_HOMO	-4.4	eV
net charge	-1
Kohn-Sham gap	6.61	eV

The following is a quantum chemistry calculation of a 6-piece molecular cluster, C9H30O6 overall at a distorted geometry, from OMol25.

Geometry (Å):
C  -1.641  -1.767  2.083
C  -2.001  -2.013  3.535
C  -1.181  -3.103  4.174
O  -1.951  -0.782  4.262
H  -1.946  -2.529  1.360
H  -0.569  -1.579  2.025
H  -2.228  -0.912  1.733
H  -3.051  -2.299  3.646
H  -0.102  -2.948  4.061
H  -1.404  -4.054  3.679
H  -1.392  -3.201  5.237
H  -1.034  -0.494  4.330
C  4.940  1.756  -1.080
C  4.466  2.029  -2.476
C  3.125  1.344  -2.757
O  4.405  3.437  -2.644
H  5.069  0.680  -0.939
H  4.228  2.148  -0.355
H  5.913  2.217  -0.911
H  5.206  1.606  -3.173
H  2.503  1.332  -1.856
H  3.290  0.301  -3.023
H  2.581  1.873  -3.540
H  3.773  3.672  -3.328
C  -4.333  1.431  -1.643
C  -3.527  0.365  -0.927
C  -3.566  -0.961  -1.655
O  -2.204  0.865  -0.644
H  -4.182  1.395  -2.729
H  -4.022  2.431  -1.341
H  -5.409  1.333  -1.487
H  -3.966  0.258  0.076
H  -2.697  -1.599  -1.513
H  -3.652  -0.710  -2.719
H  -4.470  -1.531  -1.437
H  -2.193  1.102  0.287
O  1.031  -0.050  0.604
H  0.155  -0.444  0.584
H  1.409  -0.260  -0.256
O  1.815  -1.788  -1.890
H  1.114  -1.367  -2.396
H  2.225  -2.405  -2.500
O  1.879  1.760  2.909
H  1.941  0.990  2.332
H  1.652  2.470  2.303

Properties
E_HOMO	-10.2	eV
energy above the lowest of the compared OMol25 structures with the same formula, charge and spin	85.10	kJ/mol
net charge	0
Kohn-Sham gap	10.40	eV

We obtain energy values of -45194.1182, -77574.6728, -42789.2843, -39516.4428, -54359.6755, -71629.0693, -33416.7287, -22104.0600 eV for the records listed above, in that order.